Entry w
{"formula": "C5H11NO", "method": "ωB97M-V/def2-TZVPD", "elements": ["C", "C", "N", "C", "C", "O", "C", "H", "H", "H", "H", "H", "H", "H", "H", "H", "H", "H"], "coordinates": [[1.000, -1.767, -0.837], [1.365, -0.299, -0.632], [0.307, 0.424, 0.066], [0.402, 0.492, 1.509], [-0.836, 0.674, -0.646], [-0.876, 0.518, -1.859], [-2.064, 1.123, 0.122], [1.812, -2.303, -1.337], [0.105, -1.843, -1.463], [0.800, -2.259, 0.121], [1.530, 0.183, -1.599], [2.282, -0.197, -0.040], [1.384, 0.887, 1.793], [-0.352, 1.167, 1.915], [0.279, -0.492, 1.985], [-2.881, 1.190, -0.596], [-1.925, 2.099, 0.597], [-2.331, 0.402, 0.903]], "nbo_charge": [-0.62, -0.21, -0.44, -0.41, 0.68, -0.63, -0.72, 0.21, 0.23, 0.20, 0.23, 0.19, 0.20, 0.21, 0.19, 0.25, 0.23, 0.22], "smiles": "CCN(C)C(C)=O", "gap_ev": 10.06, "spin_multiplicity": 1, "homo_ev": -9.1573, "e_lumo_ev": 0.907}

Entry x
{"formula": "C5H11NO", "method": "ωB97M-V/def2-TZVPD", "elements": ["C", "N", "C", "C", "C", "C", "O", "H", "H", "H", "H", "H", "H", "H", "H", "H", "H", "H"], "coordinates": [[0.435, -0.301, -1.510], [-0.562, 0.022, -0.505], [-1.684, -0.919, -0.478], [0.677, 1.764, 0.728], [-0.038, 0.432, 0.807], [0.864, -0.694, 1.283], [2.068, -0.675, 1.303], [0.336, -1.318, -1.888], [1.455, -0.215, -1.121], [0.372, 0.342, -2.387], [-2.417, -0.575, 0.244], [-2.151, -0.914, -1.459], [-1.386, -1.939, -0.188], [1.651, 1.657, 0.248], [0.070, 2.446, 0.145], [0.882, 2.109, 1.735], [-0.905, 0.396, 1.478], [0.334, -1.618, 1.566]], "nbo_charge": [-0.43, -0.44, -0.40, -0.62, -0.14, 0.43, -0.53, 0.19, 0.21, 0.20, 0.20, 0.20, 0.17, 0.22, 0.22, 0.22, 0.21, 0.10], "smiles": "C[C@H](C=O)N(C)C", "gap_ev": 9.34, "spin_multiplicity": 1, "homo_ev": -8.3687, "e_lumo_ev": 0.969}

entry w has the most favorable energy; the next structure is 1.392 eV above.

Entry w
{"formula": "C5H11NO", "method": "ωB97M-V/def2-TZVPD", "elements": ["C", "N", "C", "O", "C", "C", "C", "H", "H", "H", "H", "H", "H", "H", "H", "H", "H", "H"], "coordinates": [[2.673, 0.613, -0.388], [1.238, 0.818, -0.303], [0.395, -0.262, -0.057], [1.100, -1.433, 0.018], [-0.941, -0.175, 0.081], [-1.767, -1.333, 0.578], [-1.673, 1.116, -0.174], [3.114, 0.213, 0.536], [3.138, 1.578, -0.611], [2.902, -0.079, -1.203], [0.981, 1.643, 0.219], [0.483, -2.157, -0.141], [-2.384, -1.016, 1.430], [-1.160, -2.170, 0.946], [-2.457, -1.728, -0.181], [-2.650, 0.919, -0.636], [-1.874, 1.686, 0.747], [-1.116, 1.766, -0.859]], "nbo_charge": [-0.40, -0.63, 0.48, -0.69, -0.20, -0.62, -0.63, 0.18, 0.20, 0.21, 0.38, 0.49, 0.21, 0.20, 0.20, 0.21, 0.20, 0.22], "smiles": "CNC(O)=C(C)C", "gap_ev": 8.13, "spin_multiplicity": 1, "homo_ev": -7.3105, "e_lumo_ev": 0.823}

Entry x
{"formula": "C5H11NO", "method": "ωB97M-V/def2-TZVPD", "elements": ["C", "N", "C", "C", "H", "H", "H", "H", "H", "H", "H", "C", "C", "O", "H", "H", "H", "H"], "coordinates": [[-1.236, 1.509, 0.038], [-1.205, -1.322, 1.151], [-1.192, -1.007, -0.164], [-0.680, 0.252, -0.603], [-1.160, -0.565, 1.817], [-1.484, -2.244, 1.446], [-1.350, -1.832, -0.841], [-0.732, 0.305, -1.687], [-1.317, 1.458, 1.127], [-2.217, 1.765, -0.364], [-0.569, 2.334, -0.214], [1.293, 0.074, -0.109], [2.323, 0.816, -0.596], [1.184, -1.440, -0.578], [1.346, -2.017, 0.189], [1.256, 0.045, 0.981], [3.140, 1.101, 0.048], [2.599, 0.770, -1.640]], "nbo_charge": [-0.62, -0.78, 0.19, -0.36, 0.40, 0.40, 0.21, 0.22, 0.18, 0.21, 0.23, 0.10, -0.59, -0.81, 0.46, 0.16, 0.21, 0.19], "gap_ev": [7.00, 6.97], "spin_multiplicity": 1, "homo_ev": [-6.7139, -6.6973], "e_lumo_ev": [0.285, 0.272]}

Entry y
{"formula": "C5H11NO", "method": "ωB97M-V/def2-TZVPD", "elements": ["C", "C", "C", "C", "N", "C", "O", "H", "H", "H", "H", "H", "H", "H", "H", "H", "H", "H"], "coordinates": [[-1.809, 0.353, -1.197], [-0.645, -0.339, -0.546], [0.238, 0.230, 0.288], [0.244, 1.696, 0.658], [1.181, -0.542, 1.012], [2.123, -1.139, 0.411], [2.405, -1.134, -0.903], [-1.756, 1.441, -1.099], [-1.876, 0.114, -2.264], [-2.751, 0.022, -0.739], [-1.482, -1.592, 2.157], [-0.588, -1.419, -0.684], [1.713, -0.612, -1.347], [0.622, 2.317, -0.162], [-0.760, 2.052, 0.910], [0.888, 1.850, 1.525], [-0.747, -1.493, 2.226], [2.840, -1.739, 0.968]], "nbo_charge": [-0.64, -0.26, 0.14, -0.66, -0.52, 0.43, -0.68, 0.21, 0.22, 0.22, -0.02, 0.20, 0.49, 0.22, 0.22, 0.23, 0.02, 0.17], "smiles": "C/C=C(C)/N=C\\O.[H][H]", "gap_ev": 9.58, "spin_multiplicity": 1, "homo_ev": -8.6999, "e_lumo_ev": 0.881}

Entry z
{"formula": "C5H11NO", "method": "ωB97M-V/def2-TZVPD", "elements": ["C", "C", "C", "C", "N", "C", "O", "H", "H", "H", "H", "H", "H", "H", "H", "H", "H", "H"], "coordinates": [[0.262, 1.609, -1.613], [0.868, 0.998, -0.347], [0.273, -0.376, -0.011], [0.955, -1.118, 1.149], [-1.146, -0.199, 0.299], [-1.932, -1.239, 0.676], [-1.653, -2.412, 0.524], [0.408, 0.940, -2.468], [-0.817, 1.775, -1.512], [0.727, 2.571, -1.853], [1.950, 0.884, -0.480], [0.739, 1.683, 0.505], [0.347, -0.996, -0.917], [0.756, -2.197, 1.055], [2.035, -0.958, 1.167], [0.560, -0.780, 2.114], [-1.446, 0.724, 0.587], [-2.890, -0.909, 1.125]], "nbo_charge": [-0.61, -0.40, -0.05, -0.63, -0.62, 0.53, -0.61, 0.21, 0.20, 0.21, 0.21, 0.19, 0.20, 0.24, 0.21, 0.21, 0.39, 0.11], "smiles": "CC[C@@H](C)NC=O", "gap_ev": 10.65, "spin_multiplicity": 1, "homo_ev": -9.7259, "e_lumo_ev": 0.926}

entry z has the most favorable energy; the next structure is 0.994 eV above.

Entry w
{"formula": "H2NOP", "method": "ωB97M-V/def2-TZVPD", "elements": ["N", "O", "P", "H", "H"], "coordinates": [[0.851, 0.415, -0.221], [1.981, -0.602, 0.019], [-0.494, 0.094, 0.422], [-1.076, -1.041, 0.073], [-1.262, 1.134, -0.293]], "nbo_charge": [-0.38, -0.40, 0.80, -0.02, 0.00], "smiles": "O=NP", "gap_ev": [7.76, 7.77], "spin_multiplicity": 1, "homo_ev": [-9.8495, -9.8608], "e_lumo_ev": [-2.090, -2.093]}

Entry x
{"formula": "H2NOP", "method": "ωB97M-V/def2-TZVPD", "elements": ["N", "O", "P", "H", "H"], "coordinates": [[0.025, 0.461, 0.391], [-0.134, -1.184, -1.666], [0.287, -1.053, -0.238], [-0.696, 1.137, 0.273], [0.519, 0.639, 1.239]], "nbo_charge": [-1.20, -1.01, 1.40, 0.41, 0.40], "smiles": "NP=O", "gap_ev": 10.23, "spin_multiplicity": 1, "homo_ev": -10.0007, "e_lumo_ev": 0.228}

entry x has the most favorable energy; the next structure is 6.718 eV above.